# C4H6N2O

The molecule C4H6N2O (the ωB97M-V functional and the def2-TZVPD basis, the OMol25 dataset).

Properties
energy = -340.7742 a.u.
gap between HOMO and LUMO = 8.737 eV
ΔE to the lowest compared entry with this formula, charge and spin = 54.4 kJ/mol

Structure (ORCA input):
```
! wB97M-V def2-TZVPD RIJCOSX def2/J DEFGRID3
* xyz 0 1
C 2.17354 -0.16954 0.12615
C 0.71743 -0.06796 -0.18707
N 0.15343 -0.34766 -1.33084
C -1.20412 -0.16083 -1.14963
C -1.44322 0.22166 0.13723
O -2.55395 0.48787 0.86667
N -0.22136 0.29486 0.74988
H 2.64243 -0.79054 -0.63968
H 2.33647 -0.64056 1.10216
H 2.67306 0.80588 0.13104
H -1.91847 -0.32535 -1.94560
H -3.31163 0.13030 0.38783
H -0.06421 0.58200 1.70314
*
```

Computed natural (NBO) charges, given in elementary charges: -0.65 0.34 -0.45 -0.20 0.39 -0.67 -0.55 0.25 0.21 0.22 0.20 0.49 0.42

---

# C56H60Cl4F3N10NiO2

A structure of composition C56H60Cl4F3N10NiO2 (the ωB97M-V functional and the def2-TZVPD basis, the OMol25 dataset).

Properties
energy = -6515.9013 a.u.
gap between HOMO and LUMO (alpha / beta) = 3.992 / 4.018 eV
ΔE to the lowest compared entry with this formula, charge and spin = 170.1 kJ/mol

Structure (ORCA input):
```
! wB97M-V def2-TZVPD RIJCOSX def2/J DEFGRID3
* xyz 1 3
Ni -5.13584 2.09276 -5.14335
C -0.56608 0.79532 -0.42460
O -0.32307 1.96117 0.31989
O -1.50775 1.19146 -1.37868
C 0.76359 -0.00398 -0.97851
F 1.35846 0.68267 -1.95384
F 1.58863 -0.12696 0.16568
F 0.42054 -1.29319 -1.33392
C -0.00198 1.92057 1.77090
C 0.03046 3.30091 2.32090
H -0.95103 3.74629 2.15840
H 0.22166 3.20748 3.38993
H 0.83254 3.91137 1.90606
H 0.92491 1.37841 1.95806
H -0.84789 1.46697 2.28743
H -1.01556 0.07570 0.25966
N -2.14550 5.79708 -6.52671
C -2.31131 6.61694 -7.63223
C -1.45259 7.57653 -8.12731
C -0.35086 7.82627 -7.40139
C -0.25033 7.30440 -6.11575
C -1.12789 6.27719 -5.79132
H -3.16285 6.37847 -8.25224
H -1.63306 8.06066 -9.07572
H 0.47989 8.41942 -7.75412
H 0.61340 7.53504 -5.50979
H -1.11893 5.93330 -4.76756
N -1.44454 8.61750 11.04397
C -2.05250 8.04432 9.97435
C -1.62643 8.23413 8.69185
C -0.50220 9.02421 8.47584
C 0.10533 9.63971 9.51597
C -0.37478 9.39936 10.75797
H -2.90830 7.38615 10.00275
H -2.18278 7.72297 7.92010
H -0.20988 9.05174 7.43652
H 0.93518 10.26601 9.22357
H 0.19074 9.81042 11.58114
N -3.40748 -0.85836 -8.59406
C -4.13747 -1.65689 -9.47967
C -3.65062 -2.20106 -10.70131
C -2.25354 -2.13453 -10.86581
C -1.43427 -1.50275 -9.92478
C -2.00962 -0.87778 -8.82862
H -5.14417 -1.96809 -9.24281
H -4.28876 -2.73925 -11.38654
H -1.77263 -2.53997 -11.74372
H -0.37072 -1.62052 -10.07101
H -1.30010 -0.51983 -8.09727
N 9.61082 -1.40153 -7.58936
C 9.06385 -0.60067 -8.47736
C 8.04362 0.36398 -8.22722
C 7.48173 0.32731 -6.91877
C 8.03278 -0.50002 -5.91843
C 9.03189 -1.42795 -6.31025
H 9.47834 -0.61890 -9.47449
H 7.71676 1.07702 -8.96960
H 6.57852 0.89620 -6.75449
H 7.59478 -0.68285 -4.94831
H 9.50632 -2.13968 -5.65089
N -7.03577 5.76551 -1.39871
C -8.12328 6.48200 -1.72701
C -8.72210 7.44107 -0.83522
C -8.04221 7.63748 0.40570
C -6.85556 6.99236 0.65388
C -6.42384 6.02313 -0.20790
H -8.62449 6.37450 -2.67762
H -9.64933 7.94994 -1.05359
H -8.49276 8.21257 1.20111
H -6.30272 7.04428 1.58019
H -5.57835 5.36085 -0.09425
N -0.41555 -10.25027 0.13016
C 0.41687 -11.30893 0.16901
C 1.34811 -11.63362 -0.84428
C 1.35952 -10.91323 -2.03142
C 0.47906 -9.86790 -2.14049
C -0.38386 -9.55272 -1.02223
H 0.25080 -11.96290 1.01230
H 2.06522 -12.39422 -0.57291
H 2.06358 -11.09890 -2.82907
H 0.37680 -9.07429 -2.86584
H -0.96463 -8.64547 -1.09968
N -8.15810 -1.19336 -3.35852
C -7.73263 -2.47963 -3.14762
C -8.49772 -3.53182 -2.50042
C -9.85336 -3.30729 -2.20636
C -10.33759 -2.01088 -2.51611
C -9.48132 -1.03831 -3.03116
H -6.67982 -2.65971 -3.30760
H -8.07163 -4.47505 -2.19196
H -10.55050 -3.89532 -1.62789
H -11.38504 -1.82409 -2.33077
H -9.91467 -0.10028 -3.34537
N 2.46942 -3.54671 5.88165
C 1.67147 -4.25531 5.11066
C 1.18740 -5.52020 5.42549
C 1.64630 -6.05239 6.67871
C 2.27341 -5.26497 7.60750
C 2.68973 -3.97761 7.16480
H 1.28597 -3.78307 4.21914
H 0.66941 -6.15476 4.72163
H 1.44825 -7.08443 6.92786
H 2.61458 -5.64438 8.55937
H 3.10655 -3.28634 7.88231
N 3.81346 -8.66608 -8.16369
C 3.46623 -7.46240 -7.61833
C 4.30844 -6.80875 -6.69356
C 5.55627 -7.43374 -6.36517
C 5.95193 -8.64441 -7.00292
C 4.97570 -9.29364 -7.84290
H 2.61987 -6.91810 -8.01054
H 4.23029 -5.76247 -6.43751
H 6.24680 -6.98213 -5.66831
H 6.89724 -9.13436 -6.82200
H 5.29246 -10.17693 -8.37755
N 4.19023 1.99056 11.60579
C 4.22408 3.37246 11.59638
C 4.37600 4.19938 12.69029
C 4.64567 3.51158 13.91128
C 4.77417 2.08185 13.93962
C 4.33083 1.39058 12.79335
H 4.02040 3.70733 10.59001
H 4.44060 5.27617 12.63796
H 4.80581 4.03008 14.84506
H 5.00619 1.55946 14.85596
H 4.20427 0.32035 12.86384
C -2.76018 -1.20858 9.01677
Cl -4.55358 -1.13619 8.93754
Cl -2.01721 0.40897 8.89168
H -2.47349 -1.74007 9.92420
H -2.46239 -1.81677 8.16265
C 6.57462 1.52640 4.50968
Cl 7.86289 1.35060 5.60909
Cl 6.57312 2.96611 3.41667
H 6.43976 0.62347 3.91415
H 5.66251 1.47127 5.10392
*
```

Löwdin population analysis, charges in e, atoms 1 to 99: 0.97 -0.33 -0.09 0.12 -0.42 0.17 0.08 0.12 -0.22 -0.08 0.08 0.09 0.08 0.11 0.12 0.17 0.05 -0.14 -0.09 -0.09 -0.06 -0.18 0.09 0.11 0.11 0.11 0.10 0.07 -0.16 -0.09 -0.09 -0.10 -0.15 0.10 0.10 0.10 0.11 0.10 0.03 -0.14 -0.06 -0.08 -0.09 -0.14 0.09 0.10 0.10 0.10 0.09 0.04 -0.18 -0.05 -0.08 -0.08 -0.10 0.09 0.09 0.09 0.09 0.09 0.02 -0.15 -0.03 -0.07 -0.10 -0.15 0.09 0.09 0.10 0.11 0.10 0.04 -0.15 -0.07 -0.09 -0.07 -0.14 0.10 0.10 0.10 0.09 0.09 0.03 -0.14 -0.05 -0.06 -0.08 -0.16 0.09 0.09 0.10 0.10 0.09 0.04 -0.20 -0.05 -0.09 -0.08 -0.11

---

# C5H6N

A structure of composition C5H6N (the ωB97M-V functional and the def2-TZVPD basis, the OMol25 dataset).

Properties
energy = -248.3463 a.u.
gap between HOMO and LUMO = 9.679 eV
ΔE to the lowest compared entry with this formula, charge and spin = 707.4 kJ/mol

Structure (ORCA input):
```
! wB97M-V def2-TZVPD RIJCOSX def2/J DEFGRID3
* xyz 1 1
C 1.94320 -0.51028 -0.12571
C 1.28937 0.54306 -0.04230
C 0.02737 1.30305 0.06956
C -0.77243 0.12745 0.52741
C 0.15510 -1.15103 0.56837
N -0.86459 -0.92406 -0.41802
H 2.59248 -1.19682 0.13519
H -0.02034 2.20764 0.60956
H -0.43969 1.56214 -0.93556
H -1.42123 0.29827 1.38723
H -1.61807 -1.63765 -0.42671
H -0.87117 -0.62178 -1.34901
*
```

Computed natural (NBO) charges, given in elementary charges: -0.12 0.17 -0.50 -0.15 0.19 -0.62 0.27 0.30 0.26 0.27 0.48 0.44

---

# C29H33AsBrMnN5O8S

A structure of composition C29H33AsBrMnN5O8S (the ωB97M-V functional and the def2-TZVPD basis, the OMol25 dataset).

Properties
energy = -8359.6525 a.u.
gap between HOMO and LUMO (alpha / beta) = 5.925 / 5.913 eV
ΔE to the lowest compared entry with this formula, charge and spin = 16.9 kJ/mol

Structure (ORCA input):
```
! wB97M-V def2-TZVPD RIJCOSX def2/J DEFGRID3
* xyz 0 2
Mn -0.54498 -0.28378 -0.59387
O -1.21724 0.40241 3.94817
As -1.30321 0.95851 2.30289
O -1.93256 3.18896 3.66836
O -0.54237 -0.24582 1.44437
C -3.18034 1.23999 2.02710
C -3.98181 1.30404 3.15876
C -5.34612 1.50619 3.01631
C -5.90651 1.66562 1.75874
C -5.10889 1.60226 0.62636
C -3.74941 1.37783 0.76867
S -2.77344 1.15101 -0.68153
O -1.43505 1.68937 -0.33026
O -3.44644 1.74998 -1.78735
O -2.57721 -0.32245 -0.76376
H -0.65760 -0.38553 3.97268
H -3.53372 1.23163 4.13817
H -5.96921 1.56056 3.89880
H -6.96870 1.84474 1.65778
H -5.51859 1.72714 -0.36624
C 2.90604 3.97652 1.01161
C 1.58162 3.78843 1.69052
C 0.99761 4.85148 2.44949
C -0.17594 4.72398 3.11110
C -0.88364 3.47381 3.08997
Br 1.31757 3.47772 -2.32777
N -0.30465 2.48798 2.29618
C 0.89214 2.63250 1.61715
H 2.93182 4.93160 0.48873
H 3.07999 3.19994 0.27221
H 3.71521 3.95582 1.74773
H 1.52270 5.80012 2.47812
H -0.62147 5.53007 3.67543
H 1.22745 1.78663 1.03222
O -1.26477 -7.64024 2.54186
C -0.89659 -6.39782 2.92468
O -0.58559 -6.18456 4.05994
C -0.81389 -5.35446 1.84882
C -0.00744 -4.24804 2.09452
C 0.09717 -3.23734 1.15908
C -0.59622 -3.33644 -0.04211
C -1.43944 -4.41555 -0.27775
C -1.54090 -5.42530 0.66572
N -0.45602 -2.28692 -0.99546
C -0.43992 -2.57910 -2.24204
C -0.39999 -1.47742 -3.20050
C -0.29127 -1.64850 -4.56386
C -0.26115 -0.50939 -5.36658
C -0.35371 0.73244 -4.77527
C -0.47934 0.82462 -3.38880
N -0.48949 -0.26159 -2.62572
H -1.33240 -7.69412 1.58196
H 0.52168 -4.19257 3.03599
H 0.68985 -2.35819 1.36014
H -2.04843 -4.44131 -1.17147
H -2.23458 -6.23760 0.48425
H -0.45469 -3.60893 -2.59244
H -0.22825 -2.64276 -4.98508
H -0.16433 -0.60348 -6.43986
H -0.32452 1.64509 -5.35291
H -0.52927 1.78657 -2.89068
C 4.54608 1.68265 -1.38114
C 3.70428 0.41086 -1.42462
C 4.42927 -0.72007 -0.69868
C 3.41851 0.03426 -2.88398
N 2.46445 0.74528 -0.69810
N 1.56244 -0.36435 -0.57781
H 5.45986 1.54987 -1.96405
H 4.81994 1.91666 -0.35099
H 3.98496 2.51857 -1.80262
H 5.40691 -0.88654 -1.15352
H 3.88475 -1.66696 -0.74664
H 4.57858 -0.45818 0.35049
H 4.34927 -0.16550 -3.41603
H 2.89527 0.85778 -3.37678
H 2.80377 -0.87001 -2.96993
H 1.98455 1.49069 -1.22205
H 1.79715 -0.82411 0.29592
H 1.74043 -1.03716 -1.32279
*
```

Computed Löwdin charges, given in elementary charges: 0.56 -0.19 1.19 0.01 -0.45 -0.23 -0.07 -0.05 -0.05 -0.04 -0.26 0.53 -0.38 -0.24 -0.34 0.06 0.11 0.11 0.11 0.12 -0.06 -0.25 0.00 0.02 -0.47 -0.19 -0.05 -0.05 0.08 0.02 0.09 0.12 0.12 0.10 0.12 -0.48 0.13 -0.13 0.01 0.00 -0.22 0.00 -0.01 0.04 -0.03 -0.24 0.00 -0.03 -0.01 -0.11 0.04 0.10 0.13 0.09 0.12 0.12 0.14 0.12 0.11 0.12 0.00 -0.06 -0.63 -0.05 -0.04 -0.05 -0.01 0.09 0.08 0.03 0.09 0.07 0.09 0.09 0.07 0.06 -0.05 0.09 0.07